Entry 1:
Below is the molecule C4H5NO2, with properties calculated with ωB97M-V/def2-TZVPD.

## Properties
SMILES string: O=CN1CC=CO1
Highest occupied orbital energy, Eh: -0.3220

Last column: Mulliken charge in e.
Geometry (Å):
O -2.46742 -0.94863 -0.25164  -0.50
C -1.39403 -1.38442 0.08492  0.10
N -0.32406 -0.59609 0.49780  -0.01
C -0.38868 0.86112 0.32855  -0.28
C 1.03866 1.15264 -0.03547  -0.40
C 1.60610 0.01869 -0.41704  -0.24
O 0.85388 -1.09651 -0.19364  -0.33
H -1.15388 -2.45600 0.15751  0.37
H -1.09117 1.12759 -0.47655  0.23
H -0.72680 1.34839 1.24806  0.31
H 1.50109 2.12432 -0.01708  0.34
H 2.54631 -0.15111 -0.92543  0.40

Force components x, y, z for each atom (eV/Å):
O 0.3 -0.1 0.5
C -0.3 0.0 -0.1
N -0.2 0.0 -0.2
C -0.1 0.1 0.0
C 0.1 0.0 -0.2
C 0.1 0.3 0.1
O 0.0 0.0 0.0
H 0.0 0.1 -0.2
H 0.1 0.0 0.1
H 0.1 -0.3 0.0
H -0.1 0.0 -0.3
H 0.0 -0.2 0.3

***

Entry 2:
Below is the molecule C4H5NO2, with properties calculated with ωB97M-V/def2-TZVPD.

## Properties
SMILES string: O=C[C@H]1CN=CO1
Highest occupied orbital energy, Eh: -0.3720

Last column: Mulliken charge in e.
Geometry (Å):
O 1.16043 0.93498 2.28955  -0.44
C 1.36172 0.73641 1.11652  -0.18
C 0.42765 -0.08157 0.23238  0.15
C -1.05805 -0.16711 0.41886  -0.31
N -1.28899 -0.90915 -0.86427  -0.49
C -0.45071 -0.37091 -1.66597  0.08
O 0.54567 0.37047 -1.13029  -0.37
H 2.25459 1.16499 0.60993  0.32
H 0.40479 -1.23141 0.05091  0.30
H -1.30568 -0.72413 1.32381  0.28
H -1.64223 0.75844 0.36095  0.29
H -0.40920 -0.48102 -2.74238  0.38

Force components x, y, z for each atom (eV/Å):
O 0.0 -0.2 -0.7
C -0.2 -0.4 0.3
C -0.2 -0.6 0.1
C -0.2 -0.1 0.0
N -0.9 0.9 -0.8
C -0.5 -0.3 -0.1
O 0.0 -0.1 -0.1
H -0.3 -0.1 0.0
H 2.2 1.1 1.4
H -0.1 -0.1 -0.3
H 0.2 0.0 0.2
H -0.1 -0.1 0.1

***

Entry 3:
Below is the molecule C4H5NO2, with properties calculated with ωB97M-V/def2-TZVPD.

## Properties
Highest occupied orbital energy (spin up / spin down), Eh: -0.2962 / -0.2964

Last column: Mulliken charge in e.
Geometry (Å):
O -1.94296 -0.16618 1.47029  -0.46
C -1.16317 -0.63310 0.68856  0.23
C -0.16568 0.62277 -1.01334  -0.35
C 0.39435 1.09775 0.27804  -0.28
N 0.54205 -0.26392 0.87418  -0.38
C 1.03079 -0.98519 -0.16691  0.00
O 0.57775 -0.51544 -1.33310  -0.23
H -1.25474 -1.60827 0.15293  0.29
H -0.43416 1.18710 -1.90377  0.32
H 1.37497 1.61177 0.20810  0.25
H -0.30127 1.67811 0.89085  0.27
H 1.34205 -2.02541 -0.14583  0.34

Force components x, y, z for each atom (eV/Å):
O 1.2 -0.6 -1.1
C -0.6 0.5 0.7
C 0.1 -0.6 -0.1
C 0.1 -0.1 0.1
N -0.1 0.0 -0.6
C -1.0 0.2 -0.5
O 0.2 0.2 1.3
H 0.0 0.3 0.1
H 0.1 -0.1 0.3
H -0.2 -0.1 0.0
H 0.2 -0.1 -0.1
H 0.1 0.3 0.0

***

Entry 4:
Below is the molecule C4H5NO2, with properties calculated with ωB97M-V/def2-TZVPD.

## Properties
SMILES string: Cc1coc(=O)[nH]1
Highest occupied orbital energy, Eh: -0.3201

Last column: Mulliken charge in e.
Geometry (Å):
C -1.57232 -0.19404 -0.58008  -1.15
C -0.11625 0.17866 -0.50853  0.46
C 0.23257 1.25023 0.21058  -0.33
O 1.32665 1.00118 0.99618  -0.31
C 1.68947 -0.32183 0.78140  0.40
O 2.54274 -0.89612 1.40036  -0.56
N 0.86865 -0.79160 -0.22295  -0.10
H -1.75593 -1.15285 -1.06335  0.32
H -1.87511 -0.28534 0.47297  0.33
H -2.18759 0.59300 -1.02213  0.32
H -0.33771 2.15350 0.36827  0.37
H 1.18483 -1.53480 -0.83271  0.25

Force components x, y, z for each atom (eV/Å):
C -0.2 -0.1 -0.1
C -0.1 0.1 0.8
C -0.1 0.0 -0.2
O 0.3 -0.1 -0.2
C 0.4 -0.2 0.0
O -0.1 0.4 -0.4
N 0.0 0.1 0.3
H 0.0 0.2 -0.2
H -0.2 -0.2 -0.4
H 0.1 -0.2 -0.1
H 0.2 -0.1 0.2
H -0.3 0.1 0.3

***

Entry 5:
Below is the molecule C4H5NO2, with properties calculated with ωB97M-V/def2-TZVPD.

## Properties
2S+1: 3
<S²>: 2.027
Highest occupied orbital energy (spin up / spin down), Eh: -0.2913 / -0.3495

Last column: Mulliken charge in e.
Geometry (Å):
C 0.57202 -1.93839 -0.11128  -0.79
C 1.01758 -0.71368 -0.40794  0.51
C -0.48267 0.21159 -0.91123  0.61
C -0.63979 1.31625 0.04171  -1.08
N 2.16746 -0.07779 -0.76724  -0.02
O -0.94354 -0.16297 -1.94705  -0.46
O 2.46347 1.03837 -0.37924  -0.31
H 1.10376 -2.68543 0.50043  0.26
H -0.40932 -2.17293 -0.14965  0.30
H -0.65591 1.22008 1.06364  0.35
H 0.28648 1.93779 -0.21617  0.28
H -1.45695 2.02666 -0.12774  0.35

Force components x, y, z for each atom (eV/Å):
C 4.2 0.0 1.8
C -4.0 0.7 -2.0
C 3.2 -2.3 0.0
C 0.2 3.3 -2.9
N 0.0 -1.0 1.5
O -0.5 1.0 1.1
O 0.5 0.8 -0.4
H 0.5 0.2 -1.0
H -3.2 -0.2 -0.3
H 0.4 -1.4 2.3
H -0.9 -0.7 0.5
H -0.2 -0.4 -0.6

***

Entry 6:
Below is a structure of composition C4H5NO2S, with properties calculated with ωB97M-V/def2-TZVPD.

## Properties
Highest occupied orbital energy, Eh: -0.3463

Last column: Mulliken charge in e.
Geometry (Å):
C -1.00761 -0.91107 -0.00811  -0.60
C -2.42498 -1.13267 0.01847  -0.46
C -0.78644 0.43004 -0.14950  0.67
C 0.58608 0.95037 -0.12206  0.05
N -3.18384 -0.08694 -0.01958  -0.47
O 0.61275 2.33962 -0.09322  -0.45
O 1.55291 0.38700 0.64163  -0.41
S -2.27850 1.27431 -0.06427  0.10
H -0.25793 -1.58253 0.11667  0.34
H -2.92409 -2.09588 0.00852  0.40
H 1.06283 0.63441 -1.50832  0.17
H 0.63569 2.64826 0.83478  0.35
H 1.65776 -0.56154 0.61320  0.31

Force components x, y, z for each atom (eV/Å):
C -3.3 2.2 -0.4
C 0.7 -1.0 -0.1
C 0.1 -1.1 1.5
C 1.5 0.2 -6.1
N -0.5 0.6 0.1
O 0.4 -0.1 0.9
O 0.4 0.8 1.7
S 0.7 0.0 -0.5
H 1.8 -2.1 0.1
H 0.2 -0.1 0.2
H -1.5 1.1 3.4
H 0.0 -0.3 -0.4
H -0.4 -0.2 -0.4

***

Entry 7:
Below is the molecule C4H5NO2S, with properties calculated with ωB97M-V/def2-TZVPD.

## Properties
SMILES string: Nc1occ(S)c1O
Highest occupied orbital energy, Eh: -0.3137

Last column: Mulliken charge in e.
Geometry (Å):
N 2.82403 0.29076 -0.03058  -0.55
C 1.46841 -0.12777 -0.01842  0.14
O 1.09219 -1.46045 0.00258  -0.39
C -0.24831 -1.56556 0.02792  -0.36
C -0.77491 -0.31660 0.01410  -0.08
S -2.48670 0.08252 -0.09078  -0.24
C 0.33855 0.62074 0.04056  0.67
O 0.24127 1.99262 -0.00239  -0.59
H 3.36408 0.02856 -0.84711  0.26
H 3.34460 0.03821 0.80838  0.26
H -0.66607 -2.54563 0.23665  0.44
H -2.51243 0.82337 1.03147  0.14
H 1.11872 2.37765 0.05075  0.30

Force components x, y, z for each atom (eV/Å):
N -0.6 -0.4 0.3
C 0.0 0.0 0.3
O 1.3 -0.6 0.0
C 0.3 0.8 0.4
C -0.3 0.8 0.2
S 0.1 0.1 0.2
C 0.1 0.2 -0.8
O -0.7 -1.0 0.2
H -0.3 0.0 0.0
H -0.3 0.0 -0.2
H 0.1 0.3 -0.5
H -0.1 0.0 -0.1
H 0.3 -0.1 0.0

***

Entry 8:
Below is the molecule C4H5NO2S, with properties calculated with ωB97M-V/def2-TZVPD.

## Properties
SMILES string: CC1=NSCC(=O)O1
Highest occupied orbital energy, Eh: -0.3313

Last column: Mulliken charge in e.
Geometry (Å):
C 2.64085 0.59490 0.11506  -1.02
C 1.23015 0.06898 0.02567  0.71
N 0.98948 -1.16358 -0.02282  -0.44
S -0.63292 -1.66652 -0.21414  -0.01
C -1.50777 -0.27735 0.56259  -0.54
C -0.97590 1.02228 0.00506  0.63
O -1.63067 1.99322 -0.25935  -0.53
O 0.37227 1.10222 -0.10995  -0.31
H 3.30228 -0.24046 0.20707  0.35
H 2.83747 1.18667 -0.80177  0.27
H 2.71911 1.29905 0.95962  0.28
H -2.52459 -0.38049 0.26506  0.31
H -1.39076 -0.27187 1.66009  0.29

Force components x, y, z for each atom (eV/Å):
C -0.9 0.8 -0.2
C 1.5 0.0 0.0
N -0.8 -0.5 0.0
S 0.3 0.2 0.2
C 1.1 0.1 0.0
C -1.0 0.5 0.2
O 0.3 -0.8 0.1
O -0.3 0.7 -0.2
H 0.5 -0.3 0.1
H 0.0 -0.4 0.4
H 0.1 -0.4 -0.2
H -0.9 0.1 0.1
H -0.1 -0.1 -0.4

***

Entry 9:
Below is a cluster of 2 separate species, C4H5NO2S in total, with properties calculated with ωB97M-V/def2-TZVPD.

## Properties
Highest occupied orbital energy, Eh: -0.3515

Last column: Mulliken charge in e.
Geometry (Å):
C -2.59694 1.58302 -0.13204  -0.04
C 0.62671 0.08337 -0.46035  -0.29
C 0.46496 0.20459 1.02823  -0.22
C -1.45133 -0.46509 0.10217  0.52
N -2.98710 2.64238 -0.16999  -0.41
O -0.61805 -0.35560 -0.97991  -0.30
O -0.84459 -0.41916 1.27129  -0.34
S -2.81810 -1.60846 0.06983  -0.16
H 0.82247 1.09436 -0.92737  0.26
H 1.56662 -0.44088 -0.85389  0.29
H 1.04582 -0.53836 1.59612  0.29
H 0.57961 1.25279 1.39511  0.26
H -2.99675 -1.56240 -1.19042  0.15

Force components x, y, z for each atom (eV/Å):
C 2.5 -4.8 0.5
C 2.5 2.3 -2.2
C 0.4 -1.2 1.3
C -0.8 0.4 -1.2
N -1.3 3.4 -0.2
O -1.2 -0.9 1.8
O -0.4 1.3 -1.3
S 0.9 0.3 2.1
H -0.5 -0.7 0.7
H -1.8 -0.4 0.8
H 0.6 0.9 -0.2
H -0.6 -1.0 -0.1
H -0.2 0.3 -2.1

***

Entry 10:
Below is a cluster of 2 separate species, C4H5NO3 in total, with properties calculated with ωB97M-V/def2-TZVPD.

## Properties
Highest occupied orbital energy, Eh: -0.3639

Last column: Mulliken charge in e.
Geometry (Å):
C 0.21544 0.77903 0.31897  0.45
C 1.72003 0.60696 -0.17672  -0.07
C -0.14926 -0.62911 0.23102  -0.14
C -1.57538 -0.98415 -0.14175  0.12
H -1.57305 1.06520 -0.78460  0.45
H 0.46443 1.05833 1.50586  0.20
H 2.31208 1.59557 -0.07434  0.32
H 0.03945 -1.07872 1.26359  0.21
H -1.66837 -2.07841 -0.32138  0.35
N 2.14685 -0.55456 -0.45387  -0.36
O -0.41912 1.67993 -0.56043  -0.69
O 0.90538 -1.40536 -0.48155  -0.30
O -2.41849 -0.05472 -0.32480  -0.54

Force components x, y, z for each atom (eV/Å):
C 3.3 1.9 0.2
C -0.1 2.0 1.5
C 0.6 -3.1 1.9
C 0.2 2.4 -1.2
H 3.8 2.0 1.6
H -1.5 0.0 -2.8
H -0.4 -2.2 -0.5
H -1.0 0.5 -0.8
H -1.1 0.6 0.2
N -2.2 0.4 -0.4
O -3.6 -2.5 0.3
O 0.1 1.1 -0.1
O 1.9 -3.2 0.2

***

| no. | total energy (eV) |
| --- | --- |
| 1 | -9811.425 |
| 2 | -9811.831 |
| 3 | -9809.690 |
| 4 | -9813.504 |
| 5 | -9808.162 |
| 6 | -20647.049 |
| 7 | -20648.348 |
| 8 | -20649.049 |
| 9 | -20645.360 |
| 10 | -11856.035 |